The following is a quantum chemistry calculation of a cluster of 2 separate species, CH5N3O in total at a distorted geometry, from OMol25.

XYZ file:
```
10
Properties=species:S:1:pos:R:3:forces:R:3:mulliken_charge:R:1
C 0.6844 0.9662 -0.5214 -1.4 4.2 -0.3 -0.607
N 0.2317 -0.6285 1.3518 1.1 0.2 1.2 0.215
N -1.3454 -1.0794 -0.7358 3.6 -1.1 -2.9 -0.543
N 0.1883 0.0411 0.3821 -2.2 -1.3 -1.1 0.082
O 0.9546 -0.6266 2.3442 0.2 -0.1 0.4 -0.535
H -0.2142 1.6066 -0.9678 1.7 -1.3 1.2 0.220
H 1.4124 1.6789 -0.0769 -0.4 -0.4 0.1 0.314
H 1.1131 0.5871 -1.3893 0.8 -1.4 -1.3 0.319
H -0.9613 -1.8010 -0.1507 0.1 -0.6 0.1 0.288
H -2.0636 -0.7443 -0.2364 -3.6 1.8 2.5 0.247
```
Forces are in eV/Å.

## Properties
* spin multiplicity: 1
* HOMO (alpha / beta): -9.140 / -8.984 eV
* total charge: 0
* relative energy (zero: lowest compared OMol25 entry of this formula, charge and spin): 155.0 kcal/mol
* Kohn-Sham gap (alpha / beta): 0.330 / 0.294 Eh